Molecular formula: C4H6N2O
Method: DFT, ωB97M-V/def2-TZVPD

Properties
ΔE to the lowest compared entry with this formula, charge and spin ... 3.4190 eV
Frontier orbital gap ... 8.120 eV
SMILES string ... Nc1ccc(O)[nH]1
E_HOMO ... -7.45 eV
Calculated total energy ... -9270.08281 eV

```
13
Properties=species:S:1:pos:R:3:forces:R:3:nbo_charge:R:1
N -1.87690 -0.60559 -0.05166 -0.22 0.19 -0.29 -0.83
C -0.91380 -0.02720 0.83691 0.09 0.18 0.38 0.18
C -0.40175 1.23875 0.50649 0.05 -0.13 -0.08 -0.23
C 0.79579 0.98838 -0.15920 0.25 0.04 -0.03 -0.38
C 0.99236 -0.40335 -0.15112 0.77 0.41 1.08 0.42
O 2.04030 -1.12359 -0.58872 0.33 0.14 0.05 -0.66
N 0.12346 -0.95227 0.74986 0.17 -0.01 -0.80 -0.53
H -1.17405 -0.63633 -0.89088 -2.19 0.12 0.53 0.33
H -2.61234 0.08756 -0.18420 0.02 -0.35 -0.55 0.36
H -0.96654 2.16990 0.49675 0.09 -0.40 -0.13 0.22
H 1.42061 1.71977 -0.65350 0.12 -0.15 0.07 0.22
H 2.79344 -0.52594 -0.62941 0.22 -0.17 -0.17 0.49
H -0.19990 -1.91145 0.66665 0.30 0.13 -0.06 0.41
```
Positions in Å, forces in eV/Å.